(1)
{"formula": "C2H6NP", "method": "ωB97M-V/def2-TZVPD", "homo_lumo_gap_ev": 10.513, "smiles": "CP1CN1", "e_homo_ev": -9.275, "lumo_energy_ha": 0.046, "symbols": ["P", "N", "C", "C", "H", "H", "H", "H", "H", "H"], "positions_angstrom": [[-0.152, 0.964, 0.371], [1.163, 0.369, -0.537], [-1.417, -0.058, -0.539], [1.031, -0.293, 0.858], [-2.420, 0.076, -0.151], [1.954, 0.983, -0.384], [1.619, 0.147, 1.679], [-1.611, 0.252, -1.724], [0.938, -1.354, 0.830], [-1.106, -1.086, -0.404]], "nbo_charge": [0.870, -0.845, -0.946, -0.560, 0.224, 0.362, 0.208, 0.240, 0.219, 0.228]}

***

(2)
{"formula": "C2H6NP", "method": "ωB97M-V/def2-TZVPD", "homo_lumo_gap_ev": [9.479, 7.409], "e_homo_ev": [-9.117, -7.422], "lumo_energy_ha": [0.013, 0.000], "symbols": ["P", "N", "C", "C", "H", "H", "H", "H", "H", "H"], "positions_angstrom": [[1.056, 0.124, -0.579], [0.571, 1.065, 0.838], [0.181, -1.444, -0.166], [-0.173, 1.359, -0.262], [-0.533, -1.253, 0.630], [-2.180, 0.073, -0.322], [-0.514, 2.315, -0.609], [1.056, 1.754, 1.397], [-0.357, -1.781, -1.053], [0.894, -2.214, 0.127]], "nbo_charge": [0.867, -0.826, -0.951, -0.283, 0.255, -0.143, 0.215, 0.397, 0.241, 0.229]}

***

(3)
{"formula": "C2H6NP", "method": "ωB97M-V/def2-TZVPD", "homo_lumo_gap_ev": 7.465, "e_homo_ev": -7.076, "lumo_energy_ha": 0.014, "symbols": ["P", "N", "C", "C", "H", "H", "H", "H", "H", "H"], "positions_angstrom": [[0.318, -0.085, 0.657], [-1.259, 0.054, 0.280], [-0.925, -1.347, 0.007], [-2.351, 0.696, 0.018], [-0.965, -1.802, -0.948], [-1.363, -2.124, 0.654], [-2.536, 1.591, 0.623], [3.962, 1.260, -0.103], [-3.179, 0.382, -0.588], [4.649, 1.093, -0.223]], "nbo_charge": [0.441, -0.540, -0.480, -0.189, 0.200, 0.194, 0.181, 0.003, 0.193, -0.003]}

***

Calculated relative energies: (1) 0.0; (2) 344.9; (3) 248.5, given in kJ/mol

***

(1)
{"formula": "C7H12Si", "method": "ωB97M-V/def2-TZVPD", "homo_lumo_gap_ev": [9.009, 9.010], "e_homo_ev": [-8.266, -8.267], "lumo_energy_ha": [0.027, 0.027], "symbols": ["Si", "C", "C", "C", "C", "C", "C", "C", "H", "H", "H", "H", "H", "H", "H", "H", "H", "H", "H", "H"], "positions_angstrom": [[-1.857, -0.620, -0.777], [2.066, -0.430, -0.864], [-0.326, 2.406, 0.209], [-0.244, -0.341, 0.271], [-1.223, 1.663, 0.850], [0.904, 0.378, -0.379], [0.170, -1.092, 1.549], [0.849, 1.746, -0.384], [0.054, -2.168, 1.328], [-0.314, 3.466, 0.259], [-2.071, -1.895, -1.619], [1.582, 2.470, -0.585], [1.157, -0.692, 1.842], [-2.117, 0.462, -1.701], [-0.584, -0.988, 2.298], [1.761, -0.846, -1.768], [2.945, 0.222, -1.105], [-3.069, -0.436, 0.072], [-2.217, 1.757, 1.163], [2.343, -1.206, -0.174]], "nbo_charge": [0.859, -0.636, -0.285, -0.352, -0.129, -0.011, -0.663, -0.249, 0.218, 0.214, -0.165, 0.208, 0.224, -0.155, 0.235, 0.221, 0.221, -0.170, 0.195, 0.218]}

***

(2)
{"formula": "C7H12Si", "method": "ωB97M-V/def2-TZVPD", "homo_lumo_gap_ev": 9.273, "smiles": "[SiH3]C1=CC=CC1.C=C", "e_homo_ev": -8.449, "lumo_energy_ha": 0.030, "symbols": ["Si", "C", "C", "C", "C", "C", "C", "C", "H", "H", "H", "H", "H", "H", "H", "H", "H", "H", "H", "H"], "positions_angstrom": [[1.080, 2.192, -0.043], [-0.303, 1.000, 0.253], [0.959, -1.845, 0.598], [-1.122, 0.512, 1.196], [-2.120, -0.326, -0.603], [2.171, -1.713, -0.011], [-2.213, -0.203, 0.731], [-0.807, 0.370, -1.023], [2.213, -2.288, -0.931], [-2.810, -0.799, -1.362], [-0.960, 1.243, -1.706], [-1.044, 0.728, 2.304], [-0.212, -0.472, -1.559], [0.369, -2.678, 0.249], [-3.087, -0.582, 1.328], [1.879, 3.145, 0.558], [0.613, -1.584, 1.601], [0.461, 3.111, -1.091], [2.012, 1.269, -0.702], [2.920, -1.079, 0.214]], "nbo_charge": [0.888, -0.413, -0.385, -0.205, -0.153, -0.375, -0.276, -0.508, 0.189, 0.221, 0.251, 0.209, 0.269, 0.184, 0.225, -0.154, 0.198, -0.177, -0.175, 0.187]}

***

Calculated relative energies: (1) 51.1; (2) 0.0, given in kJ/mol

***

(1)
{"formula": "C3H14NO4", "method": "ωB97M-V/def2-TZVPD", "homo_lumo_gap_ev": 8.900, "total_charge": -1, "e_homo_ev": -5.044, "lumo_energy_ha": 0.142, "symbols": ["O", "O", "O", "O", "N", "C", "C", "C", "H", "H", "H", "H", "H", "H", "H", "H", "H", "H", "H", "H", "H", "H"], "positions_angstrom": [[1.054, -0.556, 1.708], [-1.965, -0.522, 2.315], [0.667, -2.099, -0.206], [1.601, -1.244, -2.487], [-0.862, 0.314, -0.258], [-1.550, 0.955, -1.357], [-0.078, 1.273, 0.541], [1.230, 0.661, 1.053], [-2.088, 0.226, -1.948], [0.892, -1.218, 0.889], [-1.117, -0.813, 2.684], [-0.886, 1.502, -2.040], [1.917, 0.536, 0.195], [-1.713, -0.485, 1.374], [-2.278, 1.671, -0.970], [0.124, 2.205, 0.002], [-0.688, 1.504, 1.421], [-0.291, -0.455, -0.575], [1.696, 1.397, 1.714], [2.019, -0.381, -2.491], [1.367, -1.473, -1.527], [0.949, -2.999, -0.037]], "nbo_charge": [-0.812, -0.999, -1.221, -1.023, -0.678, -0.394, -0.253, -0.057, 0.196, 0.504, 0.478, 0.149, 0.134, 0.496, 0.172, 0.153, 0.189, 0.419, 0.146, 0.440, 0.514, 0.448]}

***

(2)
{"formula": "C3H14NO4", "method": "ωB97M-V/def2-TZVPD", "homo_lumo_gap_ev": 7.948, "total_charge": -1, "e_homo_ev": -4.329, "lumo_energy_ha": 0.133, "symbols": ["O", "O", "O", "O", "N", "C", "C", "C", "H", "H", "H", "H", "H", "H", "H", "H", "H", "H", "H", "H", "H", "H"], "positions_angstrom": [[1.909, 0.128, -0.367], [1.435, -2.588, -0.694], [-2.072, -0.007, 2.160], [3.019, 2.448, 1.119], [-0.376, -0.266, 0.322], [-1.787, -0.207, -1.681], [1.032, 0.143, 0.646], [-0.956, 0.617, -0.698], [-0.131, 1.114, -1.219], [-2.407, 0.440, -2.318], [-2.881, -0.500, 2.001], [-1.138, -0.859, -2.243], [-0.373, -1.248, 0.082], [0.873, 1.174, 1.025], [-1.334, -0.131, 1.345], [2.838, 1.722, 0.476], [-2.501, -0.779, -1.075], [2.456, 2.164, 1.848], [1.310, -0.493, 1.503], [-1.635, 1.283, -0.164], [1.070, -2.509, -1.581], [1.648, -1.643, -0.485]], "nbo_charge": [-0.952, -1.000, -1.075, -0.984, -0.669, -0.612, 0.108, -0.232, 0.216, 0.197, 0.437, 0.200, 0.379, 0.096, 0.473, 0.509, 0.195, 0.457, 0.115, 0.188, 0.449, 0.505]}

***

Calculated relative energies: (1) 0.0; (2) 29.0, given in kJ/mol

***

(1)
{"formula": "C3H5FS", "method": "ωB97M-V/def2-TZVPD", "homo_lumo_gap_ev": 9.930, "e_homo_ev": -9.019, "lumo_energy_ha": 0.033, "symbols": ["S", "F", "C", "C", "C", "H", "H", "H", "H", "H"], "positions_angstrom": [[1.740, 0.017, 0.045], [-1.792, -0.012, -0.118], [0.258, 1.064, -0.099], [-0.497, -0.040, 0.535], [0.329, -1.043, -0.146], [-0.066, 1.009, -1.107], [-0.641, -0.083, 1.551], [0.068, -1.047, -1.205], [0.225, 2.086, 0.215], [0.376, -1.950, 0.329]], "nbo_charge": [0.186, -0.400, -0.507, 0.172, -0.529, 0.213, 0.195, 0.225, 0.225, 0.220]}

***

(2)
{"formula": "C3H5FS", "method": "ωB97M-V/def2-TZVPD", "homo_lumo_gap_ev": [8.776, 7.618], "e_homo_ev": [-9.292, -8.978], "lumo_energy_ha": [-0.019, -0.050], "symbols": ["S", "F", "C", "C", "C", "H", "H", "H", "H", "H"], "positions_angstrom": [[1.378, 0.382, 1.012], [-0.434, 2.312, 1.247], [-1.052, -1.589, -0.500], [0.203, -1.690, -0.312], [0.572, 1.875, 0.404], [1.069, -2.217, -0.604], [1.505, 2.464, 0.444], [-0.013, 1.822, -0.498], [-1.738, -1.256, 0.227], [-1.488, -2.102, -1.419]], "nbo_charge": [-0.030, -0.376, -0.515, -0.002, -0.144, 0.200, 0.199, 0.198, 0.242, 0.230]}

***

Calculated relative energies: (1) 0.0; (2) 309.4, given in kJ/mol

***

(1)
{"formula": "C2H7N3OS", "method": "ωB97M-V/def2-TZVPD", "homo_lumo_gap_ev": 9.470, "smiles": "CS/C(=N\\O)NN", "e_homo_ev": -8.847, "lumo_energy_ha": 0.023, "symbols": ["S", "O", "N", "N", "N", "C", "C", "H", "H", "H", "H", "H", "H", "H"], "positions_angstrom": [[-0.473, 1.332, -0.899], [1.494, -0.542, -2.085], [-0.738, -2.275, 0.840], [-0.850, -0.891, 0.618], [0.757, -1.073, -1.019], [-0.150, -0.375, -0.458], [0.151, 2.159, 0.568], [-0.267, 1.655, 1.475], [-0.174, 3.197, 0.556], [-1.826, -0.632, 0.715], [0.006, -2.372, 1.512], [1.133, 0.328, -2.333], [-0.308, -2.674, -0.045], [1.245, 2.162, 0.555]], "nbo_charge": [0.169, -0.546, -0.642, -0.470, -0.200, 0.185, -0.743, 0.238, 0.235, 0.385, 0.346, 0.454, 0.362, 0.226]}

***

(2)
{"formula": "C2H7N3OS", "method": "ωB97M-V/def2-TZVPD", "homo_lumo_gap_ev": 9.955, "smiles": "CN(S)C(=O)NN", "e_homo_ev": -9.272, "lumo_energy_ha": 0.025, "symbols": ["S", "O", "N", "N", "N", "C", "C", "H", "H", "H", "H", "H", "H", "H"], "positions_angstrom": [[0.336, -2.509, 0.244], [-2.017, -0.921, -0.015], [0.224, -0.810, 0.006], [-1.091, 0.979, -0.608], [-0.057, 1.432, -1.315], [-1.037, -0.334, -0.193], [1.139, 0.037, 0.765], [0.334, 0.697, -1.891], [0.565, 1.977, -0.763], [-1.932, 1.359, -0.791], [0.887, 1.172, 0.676], [-0.421, -2.520, 1.403], [0.822, -0.261, 1.963], [2.248, -0.297, 0.517]], "nbo_charge": [0.207, -0.596, -0.631, -0.478, -0.652, 0.750, -0.428, 0.362, 0.342, 0.381, 0.217, 0.110, 0.183, 0.232]}

***

(3)
{"formula": "C2H7N3OS", "method": "ωB97M-V/def2-TZVPD", "homo_lumo_gap_ev": 9.661, "smiles": "CN(N)C(=O)NS", "e_homo_ev": -9.049, "lumo_energy_ha": 0.022, "symbols": ["S", "O", "N", "N", "N", "C", "C", "H", "H", "H", "H", "H", "H", "H"], "positions_angstrom": [[-2.590, -0.152, 0.208], [0.529, 1.971, -0.109], [-1.446, 0.878, -0.506], [0.506, -0.271, 0.040], [0.069, -1.425, -0.605], [-0.088, 0.957, -0.158], [1.916, -0.314, 0.379], [-0.504, -1.121, -1.397], [2.315, 0.628, -0.015], [-2.779, 0.448, 1.387], [-0.604, -1.962, 0.008], [2.076, -0.281, 1.480], [-1.853, 1.796, -0.687], [2.452, -1.154, -0.026]], "nbo_charge": [0.184, -0.610, -0.813, -0.312, -0.638, 0.761, -0.423, 0.352, 0.225, 0.096, 0.354, 0.193, 0.410, 0.221]}

***

Calculated relative energies: (1) 158.3; (2) 130.7; (3) 0.0, given in kJ/mol

***

(1)
{"formula": "C5H12NO", "method": "ωB97M-V/def2-TZVPD", "homo_lumo_gap_ev": [9.933, 7.461], "e_homo_ev": [-8.891, -9.052], "multiplicity": 2, "lumo_energy_ha": [0.038, -0.058], "symbols": ["O", "N", "C", "C", "C", "C", "C", "H", "H", "H", "H", "H", "H", "H", "H", "H", "H", "H", "H"], "positions_angstrom": [[0.850, 1.614, -1.693], [-0.670, -0.023, 0.459], [0.686, 2.040, -0.462], [0.664, -0.694, 0.523], [-1.360, -0.524, -0.793], [-0.520, 1.438, 0.352], [0.565, -2.193, 0.545], [0.416, 3.115, -0.396], [-2.292, -0.957, -0.417], [1.615, -2.529, 0.651], [0.064, -2.490, 1.467], [0.248, -2.730, -0.336], [-0.486, 1.862, 1.366], [-0.721, -1.129, -1.427], [-1.581, 1.743, 0.259], [1.509, 1.712, 0.215], [-1.530, 0.374, -1.393], [1.287, -0.291, -0.300], [1.255, -0.337, 1.381]], "nbo_charge": [-0.354, -0.403, -0.133, -0.240, -0.443, -0.236, -0.628, 0.194, 0.212, 0.214, 0.216, 0.215, 0.216, 0.203, 0.217, 0.163, 0.203, 0.186, 0.195]}

***

(2)
{"formula": "C5H12NO", "method": "ωB97M-V/def2-TZVPD", "homo_lumo_gap_ev": [4.521, 10.474], "e_homo_ev": [-3.724, -10.133], "multiplicity": 2, "lumo_energy_ha": [0.029, 0.013], "symbols": ["O", "N", "C", "C", "C", "C", "C", "H", "H", "H", "H", "H", "H", "H", "H", "H", "H", "H", "H"], "positions_angstrom": [[-0.001, 2.771, 2.730], [0.625, -0.326, -1.187], [0.184, -2.647, -1.722], [-0.311, -1.404, -1.608], [-1.705, -0.915, -1.864], [0.498, 2.055, 1.876], [0.609, 0.555, 1.988], [0.625, 0.494, -1.845], [0.339, 0.057, -0.265], [-2.189, -0.497, -0.957], [-1.706, -0.125, -2.619], [1.605, -0.667, -1.152], [1.231, -2.857, -1.444], [-0.197, 0.096, 1.457], [0.917, 2.528, 0.962], [-0.482, -3.433, -2.082], [-2.341, -1.745, -2.184], [0.596, 0.231, 3.048], [1.581, 0.170, 1.534]], "nbo_charge": [-0.512, -1.041, -0.414, 0.096, -0.677, 0.411, -0.746, 0.231, 0.408, 0.230, 0.231, 0.312, 0.219, 0.217, 0.114, 0.218, 0.231, 0.251, 0.222]}

***

(3)
{"formula": "C5H12NO", "method": "ωB97M-V/def2-TZVPD", "homo_lumo_gap_ev": [3.783, 7.939], "e_homo_ev": [-3.240, -7.505], "multiplicity": 2, "lumo_energy_ha": [0.020, 0.016], "symbols": ["O", "N", "C", "C", "C", "C", "C", "H", "H", "H", "H", "H", "H", "H", "H", "H", "H", "H", "H"], "positions_angstrom": [[0.237, -1.816, 0.801], [1.105, 0.559, -0.627], [0.834, 2.085, 1.284], [0.413, 1.729, -0.096], [-1.738, -2.298, -0.485], [-0.648, 2.227, -0.862], [-0.481, -2.530, -0.142], [0.716, -0.326, -0.254], [1.019, 0.545, -1.651], [0.764, 1.224, 1.975], [-1.286, 3.025, -0.523], [-0.842, 1.784, -1.833], [0.152, -3.264, -0.622], [-2.120, -2.823, -1.349], [1.882, 2.431, 1.345], [2.103, 0.546, -0.378], [-0.370, -1.428, 1.447], [-2.388, -1.639, 0.073], [0.205, 2.876, 1.685]], "nbo_charge": [-0.724, -0.678, -0.633, -0.108, -0.496, -0.723, 0.116, 0.420, 0.398, 0.159, 0.201, 0.164, 0.186, 0.220, 0.180, 0.385, 0.491, 0.210, 0.232]}

***

Calculated relative energies: (1) 0.0; (2) 83.5; (3) 110.2, given in kJ/mol